(1)
The following is a DFT calculation (ωB97M-V/def2-TZVPD) of a 2-piece molecular cluster, C6H12O overall.

Last column: Löwdin charge in e.
Atoms and positions in Å:
C1 -0.5543 -1.5052 -0.6094  -0.1109
C2 -0.0799 -0.1797 -1.2104  -0.1899
C3 -2.0247 0.9257 1.4852  -0.0946
C4 -1.0965 1.8739 1.5503  -0.0788
O1 1.3658 1.5254 -0.3687  0.0594
C5 1.2222 0.3493 -0.6327  -0.4548
C6 2.3453 -0.6455 -0.4266  -0.0195
H1 -1.5797 -1.7217 -0.9253  0.0742
H2 0.0735 -2.3456 -0.9246  0.0713
H3 -0.5502 -1.4666 0.4856  0.0709
H4 -0.8284 0.6044 -1.0742  0.0916
H5 -2.2152 0.2483 2.3140  0.0483
H6 -2.6331 0.7816 0.5944  0.0489
H7 -0.4844 2.0150 2.4376  0.0548
H8 -0.8877 2.5376 0.7160  0.0504
H9 0.0726 -0.2993 -2.2928  0.1232
H10 2.0831 -1.3545 0.3672  0.0842
H11 2.5159 -1.2305 -1.3376  0.0884
H12 3.2559 -0.1125 -0.1481  0.0830

Computed properties:
charge: 0
maximum force: 0.47 eV Å⁻¹
lowest unoccupied orbital energy: 0.9 eV

(2)
The following is a DFT calculation (ωB97M-V/def2-TZVPD) of a 2-piece molecular cluster, C6H12O overall.

Last column: Löwdin charge in e.
Atoms and positions in Å:
C1 -2.1751 -0.1906 0.9196  -0.1046
C2 -1.1646 0.7908 0.3289  -0.2324
C3 -0.4161 0.2272 -0.8644  -0.2695
C4 0.9485 0.7405 -1.2111  -0.0718
C5 0.7748 -0.6964 -0.7703  -0.2036
C6 1.3815 -1.2847 0.4663  -0.3088
O1 2.4946 -1.7592 0.4677  0.0177
H1 -2.8855 -0.5262 0.1554  0.0756
H2 -2.7489 0.2678 1.7320  0.0717
H3 -1.6744 -1.0797 1.3189  0.0643
H4 -0.4617 1.1242 1.1051  0.0993
H5 -1.6892 1.6968 -0.0056  0.1140
H6 -1.0686 0.0050 -1.7079  0.1388
H7 1.2109 0.9065 -2.2520  0.1045
H8 1.4058 1.4455 -0.5216  0.0913
H9 0.8851 -1.4185 -1.5749  0.1427
H10 1.8997 0.7449 1.6354  0.0718
H11 0.7555 -1.3254 1.3824  0.1151
H12 2.5110 0.3715 1.4424  0.0840

Computed properties:
charge: 0
maximum force: 0.57 eV Å⁻¹
lowest unoccupied orbital energy: 1.0 eV

(3)
The following is a DFT calculation (ωB97M-V/def2-TZVPD) of a 2-piece molecular cluster, C6H12O overall at a distorted geometry.

Last column: Löwdin charge in e.
Atoms and positions in Å:
C1 0.7879 0.0272 0.6018  -0.0664
C2 -0.3471 0.6335 -0.3219  -0.3316
C3 -1.0128 1.7877 -0.0349  0.0142
C4 -0.3604 0.2585 -1.8824  -0.2251
C5 -0.7745 -1.1639 -2.0514  -0.1950
C6 -0.9015 -1.7802 -3.3408  -0.0021
H1 0.7053 -1.1762 0.5846  0.1059
H2 0.6953 0.4002 1.6315  0.0618
H3 1.7675 0.0798 0.0868  0.0721
H4 -1.1013 1.8741 1.0307  0.0374
H5 -1.6832 2.4348 -0.6545  0.0753
H6 -1.1658 0.9502 -2.3629  0.1246
H7 0.6088 0.5157 -2.4911  0.1395
H8 -1.2513 -1.5689 -1.1606  0.0869
H9 -0.5357 -1.3049 -4.2887  0.0572
H10 -1.4483 -2.7594 -3.3962  0.0459
H11 1.2523 0.1319 5.6868  0.0229
H12 2.6042 0.2949 6.5830  -0.0019
O1 2.1607 0.3650 5.7802  -0.0217

Computed properties:
charge: 0
maximum force: 5.15 eV Å⁻¹
lowest unoccupied orbital energy: 0.8 eV

(4)
The following is a DFT calculation (ωB97M-V/def2-TZVPD) of one molecule with the formula C6H12O at a distorted geometry.

Last column: Löwdin charge in e.
Atoms and positions in Å:
C1 -0.0094 -0.0657 -2.0717  -0.0709
C2 0.1037 -0.6314 -0.6549  -0.3224
C3 1.3221 -0.1825 0.1417  -0.1512
C4 0.9458 -0.6486 1.5589  -0.1888
O1 -0.4619 -0.8576 1.5932  -0.1357
C5 -1.0061 -0.2967 0.4476  -0.2842
C6 -1.2964 1.3888 0.7242  0.0165
H1 0.8962 -0.2804 -2.6574  0.0807
H2 -0.8486 -0.5072 -2.6232  0.0780
H3 -0.1406 1.0203 -2.0561  0.0715
H4 0.1654 -1.7360 -0.7538  0.1485
H5 1.3918 0.9104 0.0719  0.1116
H6 2.2749 -0.6068 -0.1930  0.1183
H7 1.2332 0.0754 2.3300  0.1171
H8 1.3802 -1.6223 1.7941  0.1182
H9 -1.9231 -0.8604 0.1751  0.1455
H10 -0.4533 1.8935 1.2331  0.0681
H11 -1.3609 1.3107 -0.3247  0.0138
H12 -2.2129 1.6963 1.2649  0.0654

Computed properties:
charge: 0
maximum force: 3.25 eV Å⁻¹
lowest unoccupied orbital energy: 1.1 eV

(5)
The following is a DFT calculation (ωB97M-V/def2-TZVPD) of C6H12O as an isolated structure.

Last column: Löwdin charge in e.
Atoms and positions in Å:
C1 2.2182 0.1845 -0.2738  -0.0980
C2 1.0666 -0.0331 0.7053  -0.1917
C3 -0.3213 -0.0357 0.0757  -0.5463
C4 -0.4292 -0.9172 -1.1594  -0.0290
C5 -1.4798 -0.2314 1.0523  -0.2211
C6 -2.3668 0.7795 0.3074  0.0536
O1 -0.6913 1.3603 -0.2862  -0.0581
H1 2.0816 1.1087 -0.8469  0.0780
H2 2.3087 -0.6460 -0.9824  0.0701
H3 3.1706 0.2640 0.2595  0.0737
H4 1.0769 0.7452 1.4767  0.1194
H5 1.1906 -0.9939 1.2267  0.1271
H6 0.1128 -0.4763 -2.0044  0.0880
H7 0.0076 -1.9048 -0.9763  0.0987
H8 -1.4793 -1.0361 -1.4364  0.0865
H9 -1.1629 0.0100 2.0794  0.1042
H10 -1.8944 -1.2461 1.0472  0.1077
H11 -2.5656 1.6371 0.9744  0.0173
H12 -0.8431 1.4312 -1.2390  0.1200

Computed properties:
charge: 0
maximum force: 0.39 eV Å⁻¹
lowest unoccupied orbital energy: 0.8 eV

(6)
The following is a DFT calculation (ωB97M-V/def2-TZVPD) of a 2-piece molecular cluster, C6H12O overall at a distorted geometry.

Last column: Mulliken spin population.
Atoms and positions in Å:
C1 -0.2638 1.9033 -1.1453  0.0106
C2 0.5933 0.6709 -0.8252  0.0430
C3 -0.1456 -0.5134 -0.2781  0.1944
C4 0.1722 -0.9752 1.0154  0.4231
C5 -1.3927 -2.3105 -1.3750  0.1110
C6 -1.3863 -1.0750 -0.8754  0.0495
H1 0.3618 2.7557 -1.3952  0.0007
H2 -0.8055 2.1203 -0.2254  0.0029
H3 -1.0062 1.8079 -1.9317  -0.0015
H4 1.1983 1.0302 0.0172  -0.0035
H5 1.3825 0.2695 -1.4792  0.0432
H6 -0.4164 -1.7558 1.4823  0.0188
H7 0.9779 -0.5242 1.5738  0.0731
H8 -2.3131 -2.6897 -1.7976  0.0031
H9 -0.4908 -2.9005 -1.4348  0.0043
H10 -2.2021 -0.3694 -0.7389  0.0221
H11 1.2525 1.1841 2.2079  0.0043
H12 1.5221 1.3303 3.6383  0.0003
O1 1.9538 1.4793 2.7844  0.0005

Computed properties:
charge: +1
maximum force: 1.96 eV Å⁻¹
lowest unoccupied orbital energy (spin up / spin down): -4.9 / -8.8 eV
2S+1: 2
<S²>: 0.76

(7)
The following is a DFT calculation (ωB97M-V/def2-TZVPD) of a 2-piece molecular cluster, C6H12O overall at a distorted geometry.

Last column: Mulliken spin population.
Atoms and positions in Å:
C1 -1.0401 2.0283 0.1007  0.0333
C2 -0.1528 0.8211 0.1356  0.1574
C3 -0.6484 -0.4595 0.4549  0.3416
C4 -1.9110 -0.6923 1.1371  0.0369
C5 2.0706 0.1372 1.0450  0.3295
C6 1.2668 0.8943 0.2582  -0.0342
H1 -0.4753 2.8586 -0.3282  -0.0014
H2 -1.3608 2.2878 1.1100  0.0195
H3 -1.8988 1.8936 -0.5511  -0.0017
H4 0.0014 -1.2687 0.1514  0.0069
H5 -2.6152 -1.1104 0.3943  0.0532
H6 -2.3165 0.0573 1.8060  0.0026
H7 -1.8396 -1.5881 1.7794  0.0120
H8 1.7002 -0.4435 1.8799  0.0140
H9 3.0931 -0.0381 0.7273  0.0025
H10 1.7561 1.7457 -0.2290  0.0279
H11 1.0122 -2.7651 -2.7742  0.0000
H12 1.7363 -1.7016 -3.6072  0.0000
O1 1.6219 -2.6564 -3.4903  -0.0001

Computed properties:
charge: +1
maximum force: 2.16 eV Å⁻¹
lowest unoccupied orbital energy (spin up / spin down): -5.4 / -7.7 eV
2S+1: 2
<S²>: 0.78

(8)
The following is a DFT calculation (ωB97M-V/def2-TZVPD) of a 3-piece molecular cluster, C6H12O12S3 overall at a distorted geometry.

Last column: Löwdin charge in e.
Atoms and positions in Å:
C1 2.1853 3.0554 4.4522  -0.1304
C2 1.6340 1.6054 4.3383  -0.2115
O1 0.2753 1.6031 4.6224  -0.1944
S1 -0.2911 3.1578 4.8115  0.7221
O2 -0.4415 3.4480 6.2337  -0.2471
O3 -1.4369 3.3114 3.9201  -0.2464
O4 1.0037 3.8476 4.0775  -0.2063
H1 3.0687 3.4178 3.9300  0.1293
H2 2.5100 3.2578 5.4768  0.1182
H3 2.1192 1.0463 5.1411  0.1331
H4 1.8319 1.1663 3.3626  0.1069
C3 0.2216 -1.9508 -0.5239  -0.1240
C4 0.9834 -0.6281 -0.7853  -0.1469
O5 0.7336 0.2506 0.3122  -0.1864
S2 0.0709 -0.5208 1.5715  0.6336
O6 -0.9788 0.3197 2.1089  -0.2119
O7 1.0852 -1.0309 2.4516  -0.2326
O8 -0.5270 -1.6493 0.6581  -0.2027
H5 0.9117 -2.7765 -0.3342  0.1266
H6 -0.4950 -2.4218 -1.1947  0.1193
H7 0.7711 -0.1704 -1.7521  0.1182
H8 2.0600 -0.7813 -0.8737  0.1290
C5 -2.6838 -1.4636 -4.3253  -0.1371
C6 -1.8165 -2.7138 -4.5352  -0.1424
O9 -0.9261 -2.2577 -5.5613  -0.2042
S3 -0.4515 -0.7770 -5.2653  0.6367
O10 -0.5588 0.0260 -6.4461  -0.2156
O11 0.7971 -0.8317 -4.5653  -0.2405
O12 -1.6443 -0.4641 -4.1541  -0.2183
H9 -3.2501 -1.4239 -3.3980  0.1360
H10 -3.2556 -1.1776 -5.2073  0.1334
H11 -2.3378 -3.6042 -4.8748  0.1382
H12 -1.1680 -2.8699 -3.6721  0.1182

Computed properties:
charge: 0
maximum force: 2.87 eV Å⁻¹
lowest unoccupied orbital energy: 0.2 eV